(1)
Formula: C5H8O2
Source: OMol25
Level of theory: ωB97M-V/def2-TZVPD

Last column: Löwdin charge in e.
Positions of all 15 atoms, in Å:
C: 0.060 -1.409 -0.913  0.10
C: -0.783 -0.775 -0.097  -0.33
C: -2.017 -1.473 0.388  -0.19
O: -2.327 -2.588 0.044  0.06
O: -0.704 0.494 0.375  -0.07
C: 0.320 1.330 -0.169  -0.24
C: 1.660 1.181 0.540  -0.07
H: -0.193 -2.419 -1.212  0.08
H: 0.977 -0.965 -1.280  0.06
H: -2.640 -0.891 1.094  0.13
H: 0.419 1.139 -1.248  0.12
H: -0.061 2.345 -0.038  0.12
H: 1.521 1.251 1.624  0.08
H: 2.325 1.995 0.226  0.08
H: 2.152 0.228 0.315  0.07

Atoms 1-3, force components in eV/Å:
C 0.00 0.11 0.07
C 0.13 -0.22 -0.21
C -0.05 -0.23 -0.04

* charge: 0
* HOMO-LUMO gap: 9.737 eV
* strongest force on any atom: 0.0080 Eh/bohr
* HOMO energy: -9.355 eV
* energy above the lowest of the compared OMol25 structures with the same formula, charge and spin: 33.8 kcal per mole
* SMILES: C=C(C=O)OCC
* E: -345.7511 Eh
* 2S+1: 1

---

(2)
Formula: C12H12I2N
Source: OMol25
Level of theory: ωB97M-V/def2-TZVPD

Last column: Mulliken spin population.
Positions of all 27 atoms, in Å:
C: -3.278 2.988 -0.320  -0.01
C: -3.151 1.805 -1.090  0.01
C: -2.210 3.621 0.119  0.00
C: -1.978 1.091 -1.198  0.01
C: 0.128 3.775 0.304  0.03
C: 1.409 3.377 0.047  -0.01
C: -0.977 3.076 -0.079  0.00
C: -0.869 1.794 -0.667  -0.01
C: 0.405 1.202 -0.509  0.04
C: 1.536 1.942 -0.283  0.02
C: 0.575 -3.580 -0.015  0.03
C: 1.159 -2.400 0.675  1.29
N: 2.631 -2.661 0.552  -0.01
I: 3.444 1.152 0.258  0.01
I: 0.646 -0.852 -0.979  0.44
H: -4.300 3.522 -0.214  0.00
H: -3.927 1.305 -1.686  0.00
H: -2.366 4.596 0.662  0.00
H: -1.817 0.206 -1.798  0.00
H: -0.052 4.836 0.618  0.00
H: 2.108 4.040 0.406  0.00
H: 1.182 -3.778 -0.975  0.06
H: 0.839 -4.546 0.596  0.04
H: -0.437 -3.472 -0.176  0.00
H: 3.005 -2.995 -0.432  0.04
H: 3.060 -1.680 0.699  0.02
H: 2.765 -3.393 1.271  0.01

Atoms 1-3, force components in eV/Å:
C -4.35 -0.11 -1.55
C -0.42 -1.99 -0.94
C -0.77 2.71 1.72

* ⟨S²⟩: 2.010
* charge: +1
* HOMO-LUMO gap (spin up / spin down): 6.643 / 6.006 eV
* strongest force on any atom: 0.0899 Eh/bohr
* HOMO energy (spin up / spin down): -10.131 / -11.601 eV
* E: -1114.1097 Eh
* 2S+1: 3

---

(3)
Formula: C31H27BCrN7O6S2SeTe
Source: OMol25
Level of theory: ωB97M-V/def2-TZVPD

Last column: Mulliken spin population.
Positions of all 77 atoms, in Å:
Cr: 0.646 -0.571 -0.562  3.14
C: 4.122 -5.910 2.557  0.00
C: 3.906 -4.461 2.221  0.00
C: 4.200 -3.964 0.953  0.00
C: 4.062 -2.617 0.661  0.00
C: 3.622 -1.752 1.652  0.01
C: 3.289 -2.229 2.908  0.00
C: 3.428 -3.580 3.184  0.00
S: 3.639 0.001 1.392  0.00
O: 4.877 0.312 0.724  0.00
O: 3.440 0.609 2.695  0.00
N: 2.366 0.261 0.444  0.00
C: 1.765 1.502 0.506  0.00
C: 2.225 2.715 1.025  -0.02
C: 1.340 3.778 1.040  0.01
C: 0.046 3.653 0.543  0.00
C: -0.312 2.448 -0.022  0.02
N: 0.530 1.418 -0.014  -0.06
H: 3.820 -6.555 1.734  0.00
H: 3.552 -6.195 3.441  0.00
H: 5.177 -6.105 2.767  0.00
H: 4.547 -4.640 0.180  0.00
H: 4.306 -2.232 -0.320  0.00
H: 2.954 -1.537 3.667  0.00
H: 3.176 -3.952 4.171  0.00
H: 3.226 2.808 1.414  0.00
H: 1.666 4.725 1.451  0.00
H: -0.648 4.479 0.542  0.00
H: -1.298 2.272 -0.429  0.00
B: -2.136 -2.331 0.299  -0.01
N: -2.292 -1.225 -0.777  0.00
C: -3.383 -0.909 -1.486  0.02
C: -3.025 -0.038 -2.499  -0.01
C: -1.650 0.129 -2.346  0.04
N: -1.231 -0.596 -1.310  -0.05
N: -1.337 -1.708 1.486  0.00
C: -1.622 -1.804 2.787  0.01
C: -0.639 -1.150 3.511  0.00
C: 0.235 -0.668 2.539  0.02
N: -0.194 -1.020 1.326  -0.12
H: -3.239 -2.606 0.713  0.00
H: -1.547 -3.283 -0.144  0.00
H: -4.334 -1.331 -1.209  0.00
H: -3.656 0.415 -3.242  0.00
H: -0.960 0.741 -2.905  0.00
H: -2.515 -2.320 3.097  0.00
H: -0.568 -1.032 4.577  0.00
H: 1.127 -0.076 2.656  0.00
Te: -0.751 4.190 -3.242  0.00
C: -2.749 4.813 -2.983  0.00
C: -3.868 4.082 -2.665  0.00
C: -5.061 4.847 -2.573  0.00
C: -4.863 6.173 -2.819  0.00
S: -3.203 6.469 -3.163  0.00
H: -3.819 3.015 -2.496  0.00
H: -6.029 4.425 -2.333  0.00
H: -5.598 6.962 -2.816  0.00
Se: 3.288 0.526 -4.582  0.03
C: 2.192 0.150 -3.216  0.06
N: 1.496 -0.103 -2.320  -0.10
O: 0.063 -2.671 -2.850  0.02
C: 0.701 -3.090 -1.905  0.01
O: 1.030 -2.427 -0.834  -0.03
C: 1.211 -4.514 -1.947  -0.01
C: 1.266 -5.134 -3.190  0.00
C: 1.707 -6.448 -3.339  0.00
C: 2.066 -7.104 -2.188  0.00
O: 2.505 -8.405 -2.051  0.00
C: 2.807 -8.566 -0.672  0.00
O: 2.395 -7.401 0.022  0.00
C: 2.003 -6.495 -0.951  0.00
C: 1.591 -5.196 -0.787  0.00
H: 0.951 -4.553 -4.046  0.00
H: 1.759 -6.928 -4.306  0.00
H: 3.889 -8.700 -0.551  0.00
H: 2.260 -9.429 -0.283  0.00
H: 1.543 -4.710 0.177  0.00

Atoms 1-3, force components in eV/Å:
Cr 0.00 0.18 0.14
C 0.04 -0.06 0.00
C -0.04 0.06 0.00

* ⟨S²⟩: 3.772
* charge: -2
* HOMO-LUMO gap (spin up / spin down): 4.695 / 4.694 eV
* strongest force on any atom: 0.0083 Eh/bohr
* HOMO energy (spin up / spin down): -1.128 / -1.126 eV
* energy above the lowest of the compared OMol25 structures with the same formula, charge and spin: 0.0 kcal per mole
* E: -6567.6432 Eh
* 2S+1: 4

---

(4)
Formula: C2H3NOS2
Source: OMol25
Level of theory: ωB97M-V/def2-TZVPD

Last column: Löwdin charge in e.
Positions of all 9 atoms, in Å:
O: -2.599 -1.100 0.173  -0.02
C: -1.529 -0.613 0.417  -0.58
S: -0.994 0.811 -0.510  0.96
N: 0.449 1.244 0.334  -0.41
C: 1.592 0.533 0.447  -0.80
S: 1.966 -0.901 -0.253  0.61
H: -0.867 -1.038 1.217  0.10
H: 0.370 2.111 0.850  0.09
H: 2.201 0.943 1.227  0.05

Atoms 1-3, force components in eV/Å:
O 0.47 0.24 -0.06
C -0.54 -0.60 0.45
S 0.84 -0.08 0.23

* charge: 0
* HOMO-LUMO gap: 9.093 eV
* strongest force on any atom: 0.0269 Eh/bohr
* HOMO energy: -8.931 eV
* energy above the lowest of the compared OMol25 structures with the same formula, charge and spin: 26.3 kcal per mole
* SMILES: O=CSNC=S
* E: -1004.3455 Eh
* 2S+1: 1

---

(5)
Formula: C3H4NO2
Source: OMol25
Level of theory: ωB97M-V/def2-TZVPD

Last column: Löwdin charge in e.
Positions of all 10 atoms, in Å:
C: -1.163 -0.951 -0.004  0.07
C: -1.182 1.248 0.079  0.15
C: 0.227 -0.583 0.064  -0.14
N: 0.300 0.813 0.104  -0.04
O: 1.802 1.101 0.118  0.05
O: -1.790 0.125 -0.003  0.10
H: -1.683 -1.846 0.079  0.16
H: 0.888 -1.170 0.793  0.21
H: 0.592 -0.793 -1.029  0.24
H: 2.008 2.056 -0.200  0.18

Atoms 1-3, force components in eV/Å:
C 3.43 0.19 0.85
C 5.68 5.57 0.06
C 2.20 -2.59 -1.15

* charge: +1
* HOMO-LUMO gap: 8.179 eV
* strongest force on any atom: 0.1548 Eh/bohr
* HOMO energy: -15.317 eV
* energy above the lowest of the compared OMol25 structures with the same formula, charge and spin: 168.1 kcal per mole
* E: -321.3985 Eh
* 2S+1: 1

---

(6)
Formula: C19H17N5O
Source: OMol25
Level of theory: ωB97M-V/def2-TZVPD

Last column: Löwdin charge in e.
Positions of all 42 atoms, in Å:
C: -0.199 -3.398 -0.219  -0.09
N: -0.936 -2.173 0.029  -0.21
C: -0.593 -1.557 1.294  -0.10
C: 0.655 -0.742 1.266  -0.31
N: 1.737 -0.953 0.582  0.22
C: 2.507 0.134 0.874  -0.30
C: 3.832 0.364 0.325  -0.20
C: 4.607 1.449 0.751  -0.07
N: 5.812 1.668 0.258  0.08
C: 6.259 0.818 -0.656  -0.12
C: 5.490 -0.258 -1.083  -0.11
N: 4.283 -0.483 -0.597  0.14
N: 1.922 0.960 1.704  0.14
O: 0.716 0.401 1.966  0.05
C: -0.824 -1.272 -1.121  -0.16
C: -1.282 0.130 -0.831  -0.17
C: -0.408 1.174 -0.999  -0.04
C: -0.784 2.496 -0.724  -0.06
C: -2.047 2.772 -0.285  -0.03
C: -2.986 1.734 -0.112  -0.16
C: -4.299 1.998 0.331  -0.04
C: -5.200 0.985 0.499  -0.08
C: -4.824 -0.340 0.232  -0.07
C: -3.560 -0.631 -0.198  -0.03
C: -2.605 0.393 -0.385  -0.12
H: -0.566 -3.839 -1.145  0.09
H: -0.386 -4.097 0.595  0.08
H: 0.880 -3.228 -0.310  0.08
H: -1.407 -0.898 1.612  0.13
H: -0.488 -2.348 2.043  0.14
H: 4.239 2.138 1.496  0.11
H: 7.248 1.012 -1.048  0.10
H: 5.840 -0.956 -1.830  0.10
H: 0.217 -1.234 -1.480  0.12
H: -1.437 -1.705 -1.920  0.13
H: 0.597 0.980 -1.350  0.11
H: -0.062 3.288 -0.859  0.11
H: -2.346 3.786 -0.065  0.11
H: -4.578 3.022 0.536  0.11
H: -6.204 1.196 0.838  0.10
H: -5.545 -1.133 0.371  0.10
H: -3.271 -1.653 -0.386  0.11

Atoms 1-3, force components in eV/Å:
C 0.04 -0.10 -0.01
N 0.13 0.14 0.06
C -0.31 0.02 0.19

* charge: 0
* HOMO-LUMO gap: 8.354 eV
* strongest force on any atom: 0.0253 Eh/bohr
* HOMO energy: -8.260 eV
* energy above the lowest of the compared OMol25 structures with the same formula, charge and spin: 38.7 kcal per mole
* SMILES: CN(Cc1nc(-c2cnccn2)no1)Cc1cccc2ccccc12
* E: -1083.2173 Eh
* 2S+1: 1